(1)
Here is one molecule with the formula C3H4F2S at a distorted geometry from the OMol25 dataset. Energies are from the ωB97M-V functional and the def2-TZVPD basis.

Results
Relative energy (zero: lowest compared OMol25 entry of this formula, charge and spin), kJ/mol: 37.3
Frontier orbital gap, eV: 10.215
Total energy, hartree: -714.5937
SMILES string: FC(F)=CCS
HOMO level, eV: -9.315
LUMO, eV: 0.90

The geometry in ORCA input format:
```
! RIJCOSX wB97M-V def2-TZVPD def2/J DEFGRID3
* xyz 0 1
C -0.56707 0.75280 0.68752
C 0.63193 -0.14608 0.47306
C 0.46380 -1.36850 -0.08845
H 0.64575 2.72022 0.16512
H -1.48333 0.20928 0.37590
H -0.74582 0.88442 1.79115
H 1.62807 0.17369 0.75310
F 1.39620 -2.23368 -0.40275
F -0.72991 -1.86032 -0.31829
S -0.57582 2.33932 -0.18929
*
```

Atom charges from the Löwdin analysis, given in e for atoms 1 to 2: number 1, C, carries -0.592; number 2, C, carries -0.089



(2)
Here is a 2-piece molecular cluster, C3H4F3N overall at a distorted geometry from the OMol25 dataset. Energies are from the ωB97M-V functional and the def2-TZVPD basis.

Results
Relative energy (zero: lowest compared OMol25 entry of this formula, charge and spin), kJ/mol: 711.0
Frontier orbital gap (spin up / spin down), eV: 6.657 / 6.596
Total energy, hartree: -470.7818
HOMO level (spin up / spin down), eV: -9.081 / -9.059
LUMO (spin up / spin down), eV: -2.42 / -2.46

The geometry in ORCA input format:
```
! RIJCOSX wB97M-V def2-TZVPD def2/J DEFGRID3
* xyz 0 1
C 0.84839 0.44538 -0.00399
C 2.01895 -0.27602 -0.15609
C -2.04007 -0.10111 0.06154
N -0.98744 -0.92956 0.26316
F -2.19796 0.49753 -1.14295
F -1.95697 1.01827 0.91155
F -3.22491 -0.70596 0.19960
H 0.47092 1.44598 0.30485
H 2.31092 -0.64148 0.76754
H 2.77477 0.35461 -0.44390
H 1.98340 -1.10765 -0.76130
*
```

Atom charges from the Löwdin analysis, given in e for atoms 1 to 2: number 1, C, carries 0.247; number 2, C, carries -0.113



(3)
Here is an isolated ion of composition C3H4F4NO3S and charge -1 at a distorted geometry from the OMol25 dataset. Energies are from the ωB97M-V functional and the def2-TZVPD basis.

Results
Frontier orbital gap, eV: 7.543
Total energy, hartree: -1194.8943
SMILES string: O=[S@]([O-])(F)=NC[C@@H](O)C(F)(F)F
HOMO level, eV: -4.154
LUMO, eV: 3.39

The geometry in ORCA input format:
```
! RIJCOSX wB97M-V def2-TZVPD def2/J DEFGRID3
* xyz -1 1
O -2.47707 0.33896 0.72380
S -2.17052 -0.59526 -0.32503
O -3.32441 -0.79413 -1.15861
F -1.90972 -2.04224 0.39192
N -0.93855 -0.19852 -1.25221
C 0.35012 -0.70627 -0.79143
C 1.22473 0.38370 -0.08008
O 1.07212 1.60875 -0.79440
C 0.83585 0.66370 1.38758
F 0.09072 1.74057 1.45503
F 1.94258 0.84436 2.13763
F 0.15537 -0.33051 1.93315
H 0.92071 -0.95428 -1.70729
H 0.28864 -1.63820 -0.21404
H 2.29452 0.13066 -0.13962
H 1.64489 1.54872 -1.56639
*
```

Atom charges from the Löwdin analysis, given in e for atoms 1 to 2: number 1, O, carries -0.343; number 2, S, carries 0.491



(4)
Here is C3H4FGaO2 as an isolated structure at a distorted geometry from the OMol25 dataset. Energies are from the ωB97M-V functional and the def2-TZVPD basis.

Results
Relative energy (zero: lowest compared OMol25 entry of this formula, charge and spin), kJ/mol: 0.0
Frontier orbital gap (spin up / spin down), eV: 5.492 / 5.735
Total energy, hartree: -2290.8972
HOMO level (spin up / spin down), eV: -20.956 / -21.117
LUMO (spin up / spin down), eV: -15.46 / -15.38

The geometry in ORCA input format:
```
! RIJCOSX wB97M-V def2-TZVPD def2/J DEFGRID3
* xyz 2 1
O 0.52618 0.86035 0.86331
Ga -1.76410 2.19619 -0.07655
C -0.83378 0.81128 0.73548
C 1.07944 -0.28937 0.20515
H 1.20132 -1.11602 0.91768
H 2.05783 -0.00780 -0.19848
F -1.35699 -0.07143 1.71738
C 0.04788 -0.61059 -0.88118
O -1.08214 0.20291 -0.51965
H -0.24651 -1.66649 -0.87927
H 0.37087 -0.30903 -1.88389
*
```

Atom charges from the Löwdin analysis, given in e for atoms 1 to 2: number 1, O, carries 0.074; number 2, Ga, carries 1.688



(5)
Here is a 2-piece molecular cluster, C3H4FN overall at a distorted geometry from the OMol25 dataset. Energies are from the ωB97M-V functional and the def2-TZVPD basis.

Results
Relative energy (zero: lowest compared OMol25 entry of this formula, charge and spin), kJ/mol: 381.4
Frontier orbital gap (spin up / spin down), eV: 8.292 / 8.290
Total energy, hartree: -271.1579
HOMO level (spin up / spin down), eV: -9.573 / -9.572
LUMO (spin up / spin down), eV: -1.28 / -1.28

The geometry in ORCA input format:
```
! RIJCOSX wB97M-V def2-TZVPD def2/J DEFGRID3
* xyz 0 1
C 1.81018 -0.10473 0.09918
C -1.80692 -0.34973 -0.11114
C 0.50184 0.03077 0.07743
N -0.59995 -0.44508 -0.16249
F 0.13586 2.20458 0.07733
H 2.52376 0.66563 0.11030
H 2.05558 -1.27450 0.09156
H -2.26997 -1.17941 -0.52233
H -2.35038 0.45248 0.34016
*
```

Atom charges from the Löwdin analysis, given in e for atoms 1 to 2: number 1, C, carries 0.107; number 2, C, carries 0.094



(6)
Here is one molecule with the formula C3H4FN3O at a distorted geometry from the OMol25 dataset. Energies are from the ωB97M-V functional and the def2-TZVPD basis.

Results
Relative energy (zero: lowest compared OMol25 entry of this formula, charge and spin), kJ/mol: 102.5
Frontier orbital gap, eV: 11.023
Total energy, hartree: -456.0542
SMILES string: OCc1n[nH]nc1F
HOMO level, eV: -10.065
LUMO, eV: 0.96

The geometry in ORCA input format:
```
! RIJCOSX wB97M-V def2-TZVPD def2/J DEFGRID3
* xyz 0 1
C -1.33386 0.74103 0.18671
C 0.02182 0.11594 0.03831
C 1.31015 0.66019 -0.10110
H -2.20952 -0.93658 -0.16766
H -1.35259 1.74523 -0.29678
H -1.52862 0.90185 1.25669
H 1.88251 -2.28603 -0.14046
N 0.18804 -1.21488 0.04611
N 1.48976 -1.37356 -0.06879
N 2.22805 -0.28190 -0.17984
O -2.33098 -0.01766 -0.41937
F 1.63523 1.94637 -0.15382
*
```

Atom charges from the Löwdin analysis, given in e for atoms 1 to 2: number 1, C, carries -0.222; number 2, C, carries -0.187



(7)
Here is one molecule with the formula C3H4FNO at a distorted geometry from the OMol25 dataset. Energies are from the ωB97M-V functional and the def2-TZVPD basis.

Results
Relative energy (zero: lowest compared OMol25 entry of this formula, charge and spin), kJ/mol: 303.1
Frontier orbital gap, eV: 10.770
Total energy, hartree: -346.4533
SMILES string: F[C@H]1C=NOC1
HOMO level, eV: -10.010
LUMO, eV: 0.76

The geometry in ORCA input format:
```
! RIJCOSX wB97M-V def2-TZVPD def2/J DEFGRID3
* xyz 0 1
C 0.68862 0.11331 0.17995
C -0.17230 -1.07861 0.05443
C -0.17912 1.30661 -0.07060
H 1.10343 0.18413 1.24632
H -0.71906 -1.25359 1.07506
H 0.32653 -2.00860 -0.57391
H -0.27126 2.29337 0.16772
N -1.27413 0.78880 -0.50693
O -1.27986 -0.47616 -0.75110
F 1.77715 0.13074 -0.82093
*
```

Atom charges from the Löwdin analysis, given in e for atoms 1 to 2: number 1, C, carries -0.285; number 2, C, carries -0.080



(8)
Here is a 2-piece molecular cluster, C3H4FNO overall at a distorted geometry from the OMol25 dataset. Energies are from the ωB97M-V functional and the def2-TZVPD basis.

Results
Relative energy (zero: lowest compared OMol25 entry of this formula, charge and spin), kJ/mol: 15.5
Frontier orbital gap (spin up / spin down), eV: 5.794 / 9.174
Expectation value of S²: 2.0055
Total energy, hartree: -346.3535
HOMO level (spin up / spin down), eV: -5.081 / -11.176
LUMO (spin up / spin down), eV: 0.71 / -2.00

The geometry in ORCA input format:
```
! RIJCOSX wB97M-V def2-TZVPD def2/J DEFGRID3
* xyz 0 3
C -3.11277 0.14840 -0.13195
C -0.75805 -1.85102 0.49437
C -0.10761 -1.13003 -0.35073
N -1.96555 0.48231 -0.36869
O -4.10620 -0.44637 0.02361
F 0.59009 -0.08091 0.12251
H -0.79941 -1.70760 1.50444
H -1.13344 -2.71280 0.05978
H -0.10342 -1.16387 -1.43526
H -1.48530 1.27775 0.06946
*
```

Atom charges from the Löwdin analysis, given in e for atoms 1 to 2: number 1, C, carries -0.370; number 2, C, carries 0.013



(9)
Here is a 2-piece molecular cluster, C3H4FNO2 overall at a distorted geometry from the OMol25 dataset. Energies are from the ωB97M-V functional and the def2-TZVPD basis.

Results
Relative energy (zero: lowest compared OMol25 entry of this formula, charge and spin), kJ/mol: 278.7
Frontier orbital gap, eV: 12.001
Total energy, hartree: -421.7170
SMILES string: O=C(F)CO.C#N
HOMO level, eV: -11.674
LUMO, eV: 0.33

The geometry in ORCA input format:
```
! RIJCOSX wB97M-V def2-TZVPD def2/J DEFGRID3
* xyz 0 1
C -2.18842 0.43896 0.32845
C 0.57578 0.20045 0.19140
C 1.35100 -1.02846 0.11436
N -2.46703 1.16123 1.13353
O 0.17548 1.08706 -0.93044
O 1.09120 -2.15679 0.49232
F 2.38943 -0.80753 -0.82298
H -0.34701 -0.33024 0.46559
H 1.21137 0.65061 0.94100
H 0.79645 1.03888 -1.61422
H -2.58826 -0.25418 -0.29902
*
```

Atom charges from the Löwdin analysis, given in e for atoms 1 to 2: number 1, C, carries -0.118; number 2, C, carries -0.145



(10)
Here is one molecule with the formula C3H4FNS at a distorted geometry from the OMol25 dataset. Energies are from the ωB97M-V functional and the def2-TZVPD basis.

Results
Relative energy (zero: lowest compared OMol25 entry of this formula, charge and spin), kJ/mol: 83.6
Frontier orbital gap, eV: 7.707
Total energy, hartree: -669.4673
SMILES string: N/C=C(/F)C=S
HOMO level, eV: -8.159
LUMO, eV: -0.45

The geometry in ORCA input format:
```
! RIJCOSX wB97M-V def2-TZVPD def2/J DEFGRID3
* xyz 0 1
C -1.15076 -0.50730 -1.25975
C -0.33248 -0.32063 -0.18608
C 0.29717 0.78732 0.41875
H -0.87597 1.06867 -2.52657
H -2.14064 -0.02552 -3.03942
H -1.68294 -1.41121 -1.26511
H -0.01769 1.77391 0.03997
N -1.40893 0.22686 -2.36933
F -0.08556 -1.48406 0.45026
S 1.40414 0.66290 1.59291
*
```

Atom charges from the Löwdin analysis, given in e for atoms 1 to 2: number 1, C, carries -0.100; number 2, C, carries -0.409



(11)
Here is a 2-piece molecular cluster, C3H4FO3 overall from the OMol25 dataset. Energies are from the ωB97M-V functional and the def2-TZVPD basis.

Results
Relative energy (zero: lowest compared OMol25 entry of this formula, charge and spin), kJ/mol: 260.6
Frontier orbital gap, eV: 5.463
Total energy, hartree: -442.2751
HOMO level, eV: -1.778
LUMO, eV: 3.69

The geometry in ORCA input format:
```
! RIJCOSX wB97M-V def2-TZVPD def2/J DEFGRID3
* xyz -1 1
C 2.12369 0.66537 2.39499
C -0.47018 0.44850 -0.24208
C 0.76815 -1.45813 0.33635
O 3.14778 0.60185 1.86083
O 1.18404 0.85359 3.04027
O -0.07096 -0.81720 -0.65739
F -0.18257 -2.12153 1.27339
H -1.15527 0.39765 0.61727
H -0.98652 0.92810 -1.08041
H 0.39443 1.06642 0.05801
H 1.17238 -2.33960 -0.21850
*
```

Atom charges from the Löwdin analysis, given in e for atoms 1 to 2: number 1, C, carries -0.504; number 2, C, carries -0.217



(12)
Here is a 3-piece molecular cluster, C3H4FO3P overall at a distorted geometry from the OMol25 dataset. Energies are from the ωB97M-V functional and the def2-TZVPD basis.

Results
Relative energy (zero: lowest compared OMol25 entry of this formula, charge and spin), kJ/mol: 195.8
Frontier orbital gap, eV: 4.904
Total energy, hartree: -783.6036
HOMO level, eV: 0.277
LUMO, eV: 5.18

The geometry in ORCA input format:
```
! RIJCOSX wB97M-V def2-TZVPD def2/J DEFGRID3
* xyz -2 1
C 0.32232 -0.24400 0.66726
C 0.49787 0.89381 0.07306
C -1.04064 -1.89323 -2.33977
O -1.63629 -1.15294 -3.05793
O -4.31362 -5.71684 4.83159
O -5.69622 -3.67035 5.35811
F -1.33247 -3.21972 -2.22017
P -4.76080 -4.75019 5.91684
H 0.13695 -1.16685 -0.03425
H 0.17494 -0.36714 1.73272
H 0.61786 0.88440 -1.02921
H -0.10757 -1.75529 -1.89378
*
```

Atom charges from the Löwdin analysis, given in e for atoms 1 to 2: number 1, C, carries -0.390; number 2, C, carries -0.356